No. 1
The following is a DFT calculation (ωB97M-V/def2-TZVPD) of a cluster of 2 separate species, C3H6N in total.

The geometry in XYZ format:
```
10
Properties=species:S:1:pos:R:3:forces:R:3
C -2.041 0.053 -0.910 2.62 -1.11 1.95
C 1.324 0.962 0.655 2.10 0.63 -1.65
C -0.044 -1.104 -0.030 0.52 -1.07 -0.91
N -1.094 -0.459 -0.391 -3.77 1.35 -2.09
H -3.004 0.391 -1.242 -0.05 0.05 -0.21
H 1.101 0.186 1.328 -0.26 0.01 0.94
H 2.169 0.846 -0.028 -0.07 -0.37 0.43
H 0.878 1.900 0.472 -1.01 0.73 0.64
H 0.636 -1.378 -0.842 -0.03 0.05 0.50
H 0.075 -1.398 0.988 -0.03 -0.27 0.39
```
Forces are in eV/Å.

Output
LUMO energy (spin up / spin down) (eV): -5.3813 / -7.4109
Maximum force (eV/Å): 4.5
⟨S²⟩: 2.027
Electronic energy (Ha): -172.167524
M (g/mol): 56.1
Charge: +1
Multiplicity: 3
Relative energy (zero: lowest compared OMol25 entry of this formula, charge and spin) (kcal/mol): 7.0

=====

No. 2
The following is a DFT calculation (ωB97M-V/def2-TZVPD) of a structure of composition C12H34AsClINO10P3S2.

The geometry in XYZ format:
```
65
Properties=species:S:1:pos:R:3:forces:R:3
C 0.302 -2.120 -2.306 -1.33 -0.23 -0.53
C 1.334 -1.630 -1.652 0.67 0.19 0.50
C 1.235 -0.574 -0.596 0.56 -1.30 0.02
As 1.605 1.368 -1.218 -1.46 0.90 -1.79
C -0.325 1.484 -1.845 -0.06 0.39 -0.17
C -0.646 2.595 -2.846 -1.65 -0.54 -0.16
C -2.176 2.521 -3.164 0.25 -0.24 0.78
Cl -0.352 4.285 -2.239 0.20 -0.08 -0.09
P 0.988 2.101 0.961 -0.07 -0.55 1.74
N -0.232 3.323 0.890 0.79 -0.16 0.05
O 2.380 2.951 1.523 -1.06 0.55 -0.48
P 2.405 0.544 -3.286 1.61 -2.40 -0.39
O 3.617 1.590 -3.821 -1.55 0.43 -0.63
O 1.162 0.394 -4.439 0.22 1.33 -0.23
P 3.878 1.268 -0.368 0.96 0.12 0.86
O 4.716 2.598 -0.980 -0.37 -0.38 0.33
I 5.130 -0.698 -1.201 0.27 -0.16 -0.16
H 0.404 -2.704 -3.216 0.05 -0.34 0.39
H -0.718 -1.905 -1.977 0.11 0.24 -0.33
H 2.298 -2.073 -1.891 0.15 0.63 -0.04
H 0.202 -0.577 -0.227 0.28 0.23 0.28
H 1.966 -0.836 0.184 -0.36 0.37 0.16
H 1.956 2.832 -1.713 0.15 0.28 0.16
H -1.018 1.541 -0.992 0.21 0.21 -0.12
H -0.576 0.538 -2.349 0.30 0.17 -0.02
H -0.132 2.488 -3.803 0.46 0.13 0.41
H -2.388 1.786 -3.949 0.15 0.31 -0.07
H -2.657 2.128 -2.258 -0.09 0.24 -0.19
H -2.611 3.505 -3.360 0.11 -0.23 -0.35
H 0.119 4.261 0.721 -0.41 0.00 -0.29
H -0.824 3.298 1.710 0.16 0.12 -0.01
H 2.312 3.827 1.106 0.47 -0.17 0.02
H 3.236 2.379 -4.246 0.27 0.15 0.41
H 1.538 0.200 -5.309 0.00 -0.19 0.29
H 5.183 2.944 -0.207 0.02 -0.01 -0.30
O 0.778 4.908 6.734 -0.32 -0.02 0.12
S 0.518 4.057 5.609 0.57 -0.27 -0.42
O -0.789 3.990 5.029 -0.13 0.20 0.23
O 1.007 2.578 5.964 0.10 0.17 -0.11
C 0.481 1.955 7.144 -0.40 -0.25 0.45
C -0.960 1.513 6.968 -0.17 0.14 -0.11
C 1.686 4.381 4.336 0.03 -0.12 0.02
H 0.589 2.624 8.001 0.03 0.12 -0.12
H 1.107 1.084 7.332 0.18 0.11 -0.22
H -1.624 2.367 6.840 0.03 0.00 0.02
H -1.296 0.954 7.844 0.11 -0.03 0.01
H -1.062 0.885 6.083 0.05 -0.04 0.04
H 2.684 4.403 4.764 -0.03 -0.04 0.02
H 1.437 5.351 3.907 -0.09 0.00 0.08
H 1.605 3.606 3.575 0.05 0.00 0.00
O -1.066 -5.268 -3.276 0.07 0.08 0.17
S -2.466 -5.292 -2.995 -0.25 -0.25 -0.22
O -3.098 -4.239 -2.266 0.15 0.09 0.05
O -2.829 -6.691 -2.309 -0.11 0.02 -0.24
C -2.114 -7.056 -1.114 0.30 -0.01 0.65
C -2.566 -6.258 0.093 -0.06 0.27 -0.04
C -3.354 -5.538 -4.497 -0.09 -0.16 -0.05
H -1.039 -6.955 -1.276 -0.05 0.10 -0.15
H -2.320 -8.113 -0.949 -0.13 0.00 -0.29
H -2.317 -5.202 -0.014 0.04 -0.03 0.00
H -2.079 -6.627 0.997 0.00 -0.09 -0.06
H -3.647 -6.326 0.217 0.02 -0.07 0.02
H -2.901 -6.359 -5.047 0.01 0.01 0.03
H -3.282 -4.614 -5.068 0.07 0.03 0.09
H -4.393 -5.750 -4.261 0.02 0.02 0.03
```
Forces are in eV/Å.

Output
LUMO energy (eV): 1.9777
Maximum force (eV/Å): 2.9
Electronic energy (Ha): -6098.835412
M (g/mol): 746.7
Charge: -1

=====

No. 3
The following is a DFT calculation (ωB97M-V/def2-TZVPD) of a cluster of 3 separate species, C4H11NO2 in total.

The geometry in XYZ format:
```
18
Properties=species:S:1:pos:R:3:forces:R:3
C -0.334 1.385 1.346 0.04 0.48 0.50
N -0.868 0.329 1.772 -0.05 0.10 0.00
C -0.206 -0.916 1.666 0.10 -0.17 -1.01
C 1.092 -1.060 1.905 0.48 0.63 0.08
C -1.078 -1.941 1.006 0.97 -1.15 0.26
H -0.857 2.329 1.478 -0.10 -0.04 -0.06
H 0.686 1.463 0.958 0.03 -0.31 -0.31
H 1.676 -0.165 2.041 0.06 0.25 0.63
H 1.712 -1.942 1.875 -0.51 -0.45 -0.18
H -2.125 -1.678 1.029 -0.16 -0.02 -0.13
H -0.900 -2.941 1.413 -0.36 0.11 0.50
H -0.678 -2.117 0.004 -0.49 0.58 -0.29
O 0.015 2.484 -2.218 -0.50 -0.34 -0.32
H 0.100 1.817 -1.532 0.17 0.15 0.25
H 0.719 3.119 -2.105 0.32 0.07 0.16
O 0.708 -0.142 -3.568 0.73 0.07 0.18
H -0.010 -0.725 -3.793 -0.49 -0.05 -0.06
H 0.350 0.703 -3.276 -0.24 0.08 -0.21
```
Forces are in eV/Å.

Output
LUMO energy (eV): 0.4705
Maximum force (eV/Å): 1.5
Electronic energy (Ha): -364.178905
M (g/mol): 105.1
Structure (SMILES): C=NC(=C)C.O.O
Relative energy (zero: lowest compared OMol25 entry of this formula, charge and spin) (kcal/mol): 56.0

=====

Which of these has the lowest maximum force? C4H11NO2

=====

Which of these has the highest maximum force? C3H6N

=====

Among the records above, which one has the highest M? C12H34AsClINO10P3S2

=====

What is the electronic energy in the third record? -364.178905 Ha